19
Properties=species:S:1:pos:R:3 method="wB97M-V/def2-TZVPD" lumo_energy_ev=0.8 gap_ev=10.1 homo_energy_ev=-9.3 charge=0 e_tot_ha=-439.4641 mol_weight_da=121.1 smiles="C[C@H](N)O.CC(=O)O"
C 0.80101 0.38564 1.22389
C 0.99742 0.69357 -0.47068
N 1.66449 1.15457 2.02810
O 0.91210 -0.94499 1.56357
H 1.63968 -1.37412 1.07424
H -0.25005 0.66012 1.36549
H 1.32391 2.07801 2.24375
H 2.62676 1.15880 1.70987
H 0.72401 -0.00575 -1.25959
H 2.08249 0.67885 -0.52147
H 0.63205 1.69771 -0.66642
C -1.91714 -0.40314 -1.89063
C -1.52443 -0.68255 -0.46401
O -0.77868 -1.83335 -0.34016
O -2.02623 -0.13956 0.49686
H -0.78990 -2.12164 0.59076
H -2.93002 -0.78196 -2.04668
H -1.94814 0.67357 -2.05301
H -1.23933 -0.89378 -2.58386

21
Properties=species:S:1:pos:R:3 method="wB97M-V/def2-TZVPD" lumo_energy_ev=0.2 gap_ev=10.9 homo_energy_ev=-10.8 charge=0 e_tot_ha=-589.9634 mol_weight_da=153.1 smiles="O=CNC(=O)CCO.O.O"
O -0.30305 -0.32797 2.55297
C 0.14359 -0.27711 1.44781
N -0.19861 -1.31468 0.50634
C 0.66303 -1.91647 -0.43785
O 0.26650 -2.88786 -1.01670
C 1.18173 0.66948 0.90030
C 0.68722 2.11901 0.84853
O -0.35622 2.16071 -0.10231
H -1.09300 -1.75315 0.76928
H 1.68192 -1.48246 -0.48801
H 1.58981 0.57931 -0.13580
H 2.00460 0.76186 1.63672
H 0.39619 2.58602 1.81184
H 1.56399 2.76617 0.58650
H -0.76535 3.02626 -0.18224
H -2.43237 0.98307 -0.51714
H -1.68941 -0.28965 -0.84970
O -2.52721 0.15774 -1.00446
H 0.24405 1.09735 -2.08247
H 0.73897 -0.30016 -2.50259
O 0.83245 0.64309 -2.69613